(1)
# BF4H18O9

A cluster of 10 separate species, BF4H18O9 in total in a non-equilibrium geometry (ωB97M-V/def2-TZVPD, OMol25).

XYZ file:
```
32
Properties=species:S:1:pos:R:3:forces:R:3
B 0.72778 0.16190 -0.20007 0.018 -3.865 0.793
F 1.68256 0.60676 0.67076 1.008 1.369 1.084
F 0.89159 -1.22555 -0.26558 0.390 -0.601 -0.734
F -0.48568 0.31874 0.38372 -2.361 1.324 0.585
F 0.78650 0.72436 -1.42853 0.001 1.370 -1.246
O 1.77143 0.89073 3.50767 0.040 0.578 0.252
H 0.95364 0.39573 3.55695 -0.323 -0.262 0.081
H 1.97982 0.91755 2.57382 0.136 -0.289 -0.450
O 0.61559 -1.38835 -3.22499 -0.413 0.133 -0.448
H 0.47390 -2.24064 -2.81298 0.016 -0.261 0.152
H 1.16557 -0.91024 -2.60437 0.168 0.045 0.131
O -2.73270 -0.18989 3.09339 -0.055 0.190 0.316
H -2.65420 0.43732 2.37459 -0.028 0.111 -0.219
H -1.98668 -0.77890 2.98048 0.084 -0.314 -0.107
O -2.31256 0.02350 -2.90594 -0.135 0.503 0.500
H -1.38631 -0.21199 -2.95924 0.705 -0.404 -0.190
H -2.75520 -0.61569 -3.46429 -0.178 -0.075 -0.128
O -1.63043 2.60572 -1.38873 -0.090 0.988 0.706
H -1.85506 1.68857 -1.54557 -0.529 -1.211 -0.315
H -0.67345 2.62360 -1.39926 0.774 0.070 -0.398
O -2.85698 -2.21630 0.26139 0.024 -0.175 0.154
H -3.56642 -2.09691 -0.37002 -0.200 0.017 -0.125
H -2.21951 -1.53837 0.03715 0.268 0.191 -0.084
O 3.44798 1.40528 -0.99940 0.471 0.396 -0.462
H 2.53992 1.10555 -0.95674 0.412 0.143 -0.234
H 3.74677 1.39591 -0.09008 0.104 -0.091 0.105
O -0.07740 2.69974 1.33477 -0.953 0.492 0.345
H 0.09023 2.10267 0.60563 -0.199 -0.978 -0.418
H 0.78221 3.06040 1.55211 0.832 0.580 0.350
O 1.70143 -3.60110 1.32124 -0.046 -0.322 0.190
H 1.28856 -2.92043 0.78977 -0.143 0.291 -0.226
H 2.54715 -3.22962 1.57222 0.201 0.058 0.042
```
Positions in Å, forces in eV/Å.

Spin multiplicity ... 2
E_tot ... -30267.6203 eV
Net charge ... 0
E_HOMO (spin up / spin down) ... -11.0570 / -11.0567 eV
Kohn-Sham gap (spin up / spin down) ... 0.38274 / 0.10674 hartree



(2)
# C32H28FeNS

A structure of composition C32H28FeNS in a non-equilibrium geometry (ωB97M-V/def2-TZVPD, OMol25).

XYZ file:
```
63
Properties=species:S:1:pos:R:3:forces:R:3
C 1.33403 -2.77302 3.52657 0.009 0.561 -0.166
N 1.17748 -1.32405 3.42750 1.089 -0.092 0.239
C 2.31313 -0.46707 3.36967 -0.941 -0.375 -0.350
C 1.95725 0.88411 3.32360 -0.342 -0.649 0.068
C 2.91406 1.86768 3.16415 -0.520 0.006 0.117
C 4.23893 1.50243 3.04015 0.351 -0.183 -0.005
C 4.60431 0.16364 3.09327 0.140 0.464 0.046
C 3.65670 -0.82174 3.26695 -0.747 -0.495 0.145
S 0.21171 1.04157 3.47128 0.455 0.875 -0.148
C -0.05879 -0.68747 3.35193 -0.481 -0.410 -0.178
C -1.28410 -1.25386 3.15597 1.379 0.277 0.156
C -2.52513 -0.51188 3.14506 -0.528 0.504 0.010
C -2.65712 0.69693 3.84384 0.171 -0.595 -0.074
C -3.83066 1.40818 3.82102 -0.283 0.195 -0.083
C -4.90665 0.93938 3.09324 -0.239 0.188 0.037
C -4.80495 -0.24920 2.39460 -0.131 -0.040 -0.003
C -3.63475 -0.97320 2.42230 0.521 -0.022 0.143
H 0.37466 -3.26468 3.66662 -0.013 0.204 -0.015
H 1.79518 -3.15777 2.62018 0.027 -0.159 -0.143
H 1.96759 -3.02194 4.37584 0.098 0.012 0.102
H 2.61591 2.90151 3.12744 -0.027 0.215 -0.041
H 4.99201 2.26004 2.89586 0.099 0.102 -0.017
H 5.64262 -0.10608 2.99228 0.153 -0.083 0.001
H 3.94094 -1.85714 3.31485 0.120 -0.270 -0.070
H -1.33089 -2.30085 2.91345 0.016 -0.250 0.002
H -1.83685 1.05064 4.44086 -0.095 0.079 0.277
H -3.90906 2.33449 4.36655 -0.015 0.163 0.114
H -5.82644 1.50027 3.07339 -0.177 0.108 -0.031
H -5.64538 -0.60851 1.82298 -0.088 -0.086 -0.132
H -3.54838 -1.88415 1.85515 -0.002 -0.224 -0.197
C -2.79648 -5.19824 -3.99241 1.249 -0.545 -0.734
C -2.53275 -4.03952 -4.82175 0.806 -0.795 0.050
C -1.37312 -3.35183 -4.28127 0.177 -0.853 -0.311
C -0.91851 -4.09016 -3.11664 0.141 -0.934 -0.858
C -1.78860 -5.24087 -2.95263 0.635 -0.205 -1.275
Fe -2.86990 -3.43773 -2.82652 -0.407 1.075 -0.295
C -4.23097 -3.73092 -1.27992 -2.317 0.691 -0.755
C -4.75659 -2.75107 -2.27497 -1.054 -1.837 1.623
C -3.88134 -1.66397 -2.34204 1.460 0.611 1.188
C -2.75103 -1.89494 -1.37357 -2.528 0.124 1.447
C -1.75351 -1.00957 -1.00240 0.420 0.658 -0.429
C -1.69936 0.40397 -1.33997 -0.022 -1.422 0.461
C -0.45793 1.03919 -1.44779 0.073 0.296 0.014
C -0.37532 2.39034 -1.69684 0.184 -0.179 0.163
C -1.52466 3.14548 -1.81691 0.080 0.695 -0.180
C -2.76125 2.54327 -1.69634 -0.108 -0.190 -0.025
C -2.85359 1.18855 -1.46748 -0.175 0.181 -0.133
C -3.03132 -3.24210 -0.75041 0.552 1.999 0.155
H -3.58744 -5.93376 -4.15214 0.322 0.352 0.108
H -3.09356 -3.75443 -5.71431 0.174 -0.044 0.470
H -0.94724 -2.42094 -4.66143 -0.187 -0.414 0.205
H -0.10209 -3.80245 -2.44692 -0.422 -0.131 -0.378
H -1.69873 -6.00810 -2.18125 -0.133 0.420 -0.242
H -4.70556 -4.67799 -1.01012 0.166 0.399 -0.238
H -5.67684 -2.85531 -2.85290 0.355 -0.101 0.276
H -3.99576 -0.80171 -2.99931 0.172 -0.324 0.314
H -0.96641 -1.38888 -0.37308 0.395 -0.102 0.082
H 0.43448 0.44787 -1.33258 0.232 -0.152 -0.016
H 0.59065 2.85767 -1.78705 0.251 0.152 -0.024
H -1.45540 4.20458 -1.99908 0.013 0.265 -0.064
H -3.65457 3.14151 -1.77194 -0.230 0.112 0.002
H -3.82004 0.73247 -1.32895 -0.112 -0.114 0.005
H -2.41789 -3.72897 0.01377 -0.162 0.291 -0.413
```
Positions in Å, forces in eV/Å.

Spin multiplicity ... 5
E_tot ... -80348.1042 eV
Net charge ... -1
E_HOMO (spin up / spin down) ... -1.1890 / -1.9961 eV
Kohn-Sham gap (spin up / spin down) ... 0.13176 / 0.16132 hartree